(1)
DFT (wB97M-V/def2-TZVPD) results for C40H46AsAuNPS as an isolated structure.

Positions of all 91 atoms, in Å:
Au (0.445727, -1.310875, -1.557362)
S (2.758497, -1.065928, -1.315948)
C (3.289243, -1.035798, 0.352945)
C (4.688051, -0.976400, 0.529042)
C (5.280856, -0.987444, 1.773846)
C (4.491943, -1.064514, 2.917612)
C (3.113877, -1.102257, 2.770801)
C (2.490675, -1.074428, 1.520475)
As (0.529832, -0.937092, 1.385785)
C (0.193196, -0.599957, 3.322557)
C (-0.242503, -1.545193, 4.247856)
C (-0.499661, -1.186438, 5.566910)
C (-0.324075, 0.125436, 5.983973)
C (0.093958, 1.082313, 5.066781)
C (0.336343, 0.720445, 3.749876)
C (0.014777, -2.818526, 1.394017)
C (-1.279589, -3.093645, 0.963642)
C (-1.735605, -4.403522, 0.896196)
C (-0.894107, -5.443296, 1.272655)
C (0.397294, -5.172662, 1.709362)
C (0.854244, -3.861039, 1.769512)
H (5.301430, -0.927959, -0.363709)
H (6.362329, -0.940369, 1.852725)
H (4.937438, -1.088986, 3.905372)
H (2.503364, -1.153722, 3.663115)
H (-0.381135, -2.573725, 3.936274)
H (-0.836351, -1.939257, 6.271122)
H (-0.520785, 0.403714, 7.013083)
H (0.224405, 2.113668, 5.375210)
H (0.648805, 1.478662, 3.037555)
H (-1.907642, -2.285781, 0.606296)
H (-2.728512, -4.600103, 0.506236)
H (-1.238547, -6.469348, 1.203201)
H (1.059563, -5.986296, 1.985486)
H (1.871454, -3.649798, 2.079670)
C (-2.255220, 2.018583, -2.258311)
C (-1.461865, 2.627972, -1.096834)
C (-1.870116, 4.085333, -0.884712)
C (-1.809676, 1.823547, 0.163265)
P (0.349572, 2.215885, -1.371088)
C (1.233572, 3.268279, -0.131764)
C (1.170127, 4.654498, 0.040371)
C (1.928296, 5.291686, 1.011906)
C (2.772466, 4.556970, 1.836744)
C (2.862182, 3.183072, 1.673502)
C (2.102986, 2.552727, 0.694762)
C (0.961872, 2.899862, -3.021001)
C (0.438754, 4.243912, -3.523173)
C (2.489152, 2.965550, -2.884294)
C (0.648910, 1.811923, -4.059604)
H (-3.323201, 2.070134, -2.015810)
H (-2.003183, 0.957870, -2.388139)
H (-2.104010, 2.565569, -3.193014)
H (-2.958374, 4.131760, -0.755505)
H (-1.610790, 4.725003, -1.730860)
H (-1.417577, 4.501634, 0.016526)
H (-2.868562, 1.974882, 0.405833)
H (-1.214669, 2.140322, 1.026339)
H (-1.643764, 0.758206, -0.016362)
H (0.521481, 5.248036, -0.588901)
H (1.860278, 6.368113, 1.127140)
H (3.359331, 5.057141, 2.598802)
H (3.520666, 2.588844, 2.297014)
H (2.194562, 1.482974, 0.550749)
H (0.664798, 5.057467, -2.831819)
H (-0.639052, 4.222923, -3.692512)
H (0.917607, 4.484142, -4.481266)
H (2.805558, 3.782735, -2.232702)
H (2.932575, 3.123681, -3.874585)
H (2.883670, 2.028309, -2.480532)
H (-0.421736, 1.681592, -4.216921)
H (1.045895, 0.846936, -3.737808)
H (1.106455, 2.083745, -5.019118)
C (-0.472038, -4.143533, -2.526731)
C (-1.917097, -3.803565, -2.316542)
C (-2.851604, -4.814516, -2.451566)
C (-4.218036, -4.639529, -2.229534)
C (-4.634518, -3.354665, -1.864683)
C (-3.755611, -2.302341, -1.734794)
C (-4.261572, -0.949349, -1.332080)
C (-2.314186, -2.443338, -1.955848)
N (-1.553730, -1.378292, -1.790011)
H (-0.372508, -5.179128, -2.867421)
H (0.115491, -4.025691, -1.607192)
H (0.003904, -3.481463, -3.258797)
H (-2.486633, -5.803847, -2.727203)
H (-4.920572, -5.459683, -2.328782)
H (-5.690966, -3.170226, -1.666584)
H (-5.319891, -0.993274, -1.052935)
H (-4.144921, -0.216038, -2.138586)
H (-3.673245, -0.553255, -0.499204)

Atoms 1-3, force components in eV/Å:
-0.1 0.0 -0.1
-0.1 0.0 0.0
0.0 0.0 0.0

## Properties
orbital gap = 3.88 eV
total charge = -2
lowest unoccupied orbital energy = 4.24 eV


(2)
DFT (wB97M-V/def2-TZVPD) results for C40H46BrCdN10O2 as an isolated structure at a distorted geometry.

Positions of all 100 atoms, in Å:
Cd (1.026884, 0.110653, -1.063409)
C (1.855390, -3.382339, -2.640437)
O (0.936132, -3.073271, -1.622231)
C (0.346704, -4.101347, -0.954452)
C (0.604623, -5.436504, -1.195270)
C (-0.024531, -6.426624, -0.441878)
C (-0.925271, -6.059199, 0.536033)
C (-1.207878, -4.716801, 0.763019)
C (-0.571298, -3.703631, 0.045348)
N (-0.832834, -2.364284, 0.224432)
N (-0.374740, -1.126365, 2.229614)
C (-0.693088, -0.061956, 3.117863)
C (0.078931, 1.124897, 2.982249)
O (1.030813, 1.193245, 2.146921)
C (-0.281194, 2.223977, 3.831402)
C (-1.288513, 2.138282, 4.750586)
C (-1.995306, 0.933920, 4.942704)
C (-3.026941, 0.812002, 5.895510)
C (-3.679860, -0.375170, 6.102038)
C (-3.280001, -1.518499, 5.375537)
C (-2.300345, -1.431376, 4.427055)
C (-1.652864, -0.196346, 4.128715)
H (2.714852, -3.933912, -2.246261)
H (2.190622, -2.419531, -3.023335)
H (1.387673, -3.959841, -3.446014)
H (1.304503, -5.728730, -1.965635)
H (0.201700, -7.467794, -0.632073)
H (-1.422648, -6.817909, 1.127577)
H (-1.942936, -4.459397, 1.513633)
H (0.267925, 3.149858, 3.695730)
H (-1.562363, 3.003365, 5.348145)
H (-3.301582, 1.687187, 6.476954)
H (-4.473165, -0.453365, 6.835651)
H (-3.745782, -2.474568, 5.587735)
H (-1.967947, -2.326191, 3.915961)
C (-3.923993, 2.231608, 1.969300)
N (-3.751957, 0.924205, 1.369815)
C (-4.588082, -0.134899, 1.908267)
C (-3.890148, -1.420501, 1.457595)
N (-2.569126, -0.978183, 1.065380)
C (-1.394775, -1.787231, 1.425911)
C (-2.556957, 0.401147, 0.868388)
N (-1.662317, 0.962162, 0.147366)
C (-1.674139, 2.393604, -0.065568)
C (-0.913339, 2.812773, -1.328607)
N (0.519625, 2.819369, -1.117772)
C (1.339655, 3.483993, -1.813679)
N (1.104662, 4.365623, -2.888091)
C (0.018730, 4.090972, -3.817390)
C (2.378710, 4.705197, -3.502736)
C (3.372044, 4.487927, -2.375589)
N (2.719427, 3.453947, -1.605209)
C (3.385582, 2.893035, -0.462305)
H (-4.287009, 2.116726, 2.994038)
H (-4.657723, 2.826532, 1.413242)
H (-2.984882, 2.771311, 2.020004)
H (-5.603449, -0.053984, 1.507686)
H (-4.640667, -0.075536, 3.001861)
H (-4.408153, -1.882682, 0.608018)
H (-3.834980, -2.153188, 2.265085)
H (-1.784179, -2.616626, 2.020956)
H (0.390661, -0.791329, 1.644580)
H (-0.295304, -1.689855, -0.341555)
H (-1.198026, 2.893020, 0.787088)
H (-2.700962, 2.772257, -0.170838)
H (-1.284289, 3.809474, -1.603893)
H (-1.163238, 2.108765, -2.127365)
H (-0.112379, 3.019303, -3.996705)
H (0.247101, 4.579543, -4.764632)
H (-0.919793, 4.500053, -3.447744)
H (2.365279, 5.733417, -3.869008)
H (2.600875, 4.034778, -4.346120)
H (3.519805, 5.404003, -1.785057)
H (4.343022, 4.157436, -2.748859)
H (3.923748, 3.692013, 0.068186)
H (4.409055, 1.857869, -1.934845)
H (2.646057, 2.441635, 0.206546)
Br (-1.236412, -3.594983, -6.135574)
C (-0.921226, -2.046759, -5.079534)
C (-1.695363, -1.795389, -3.954067)
C (-1.414071, -0.667501, -3.216720)
N (-0.417433, 0.190882, -3.484497)
C (0.248770, -0.038926, -4.622065)
C (0.061063, -1.139124, -5.434756)
H (-2.497443, -2.461435, -3.669471)
H (-1.985159, -0.434731, -2.321899)
H (1.006499, 0.697586, -4.869133)
H (0.645080, -1.272418, -6.334962)
N (4.371495, 1.914563, -0.930697)
C (4.705806, 0.729084, -0.299140)
C (5.411179, -0.240203, -1.025610)
C (5.899298, -1.377446, -0.409078)
C (5.682493, -1.591901, 0.945056)
C (4.967290, -0.644812, 1.664939)
C (4.496930, 0.510606, 1.064629)
H (5.578889, -0.087682, -2.087234)
H (6.456704, -2.102406, -0.991153)
H (6.059398, -2.485275, 1.426598)
H (4.776671, -0.803073, 2.719330)
H (3.919708, 1.219221, 1.639877)

Atoms 1-3, force components in eV/Å:
0.7 0.3 0.4
0.1 0.1 0.0
-0.2 -0.1 -0.1

## Properties
orbital gap = 5.19 eV
total charge = -1
lowest unoccupied orbital energy = 2.14 eV


(3)
DFT (wB97M-V/def2-TZVPD) results for C40H46N3O8PS2SbV as an isolated structure at a distorted geometry.

Positions of all 102 atoms, in Å:
V (-2.551919, -0.139980, -0.576549)
O (-0.063746, 2.976070, -2.306334)
S (-1.136080, 1.995048, -2.353982)
O (-0.939797, 0.985298, -3.365967)
O (-1.383161, 1.431996, -1.001977)
C (-2.598582, 2.952916, -2.792365)
C (-2.411536, 4.311120, -3.009744)
C (-3.488730, 5.123402, -3.337085)
C (-4.754141, 4.580427, -3.482120)
C (-4.955703, 3.223364, -3.277220)
C (-3.893862, 2.405421, -2.924410)
S (-4.331059, 0.819040, -2.206438)
O (-5.649679, 0.502235, -2.661519)
O (-3.303518, -0.190510, -2.542488)
O (-4.212618, 1.183442, -0.766366)
H (-1.413974, 4.710976, -2.893543)
H (-3.333832, 6.186611, -3.475629)
H (-5.594149, 5.218621, -3.726634)
H (-5.934322, 2.770601, -3.363565)
O (-4.998814, -3.450985, -0.389366)
C (-4.054551, -2.698410, -0.568493)
O (-3.886815, -1.529377, -0.030018)
C (-2.879464, -3.131273, -1.468653)
P (-1.375654, -2.221586, -0.905188)
C (-0.191549, -2.895386, -2.148562)
C (0.086648, -2.125838, -3.276352)
C (0.906100, -2.628859, -4.280837)
C (1.460630, -3.893837, -4.164507)
C (1.174922, -4.674194, -3.048830)
C (0.342321, -4.182027, -2.052339)
C (-0.842636, -3.136794, 0.595954)
C (-1.746653, -3.746179, 1.463816)
C (-1.291246, -4.390544, 2.610905)
C (0.063786, -4.431259, 2.905514)
C (0.971649, -3.808118, 2.055078)
C (0.518947, -3.162786, 0.914901)
H (-3.086855, -2.751308, -2.470271)
H (-2.762500, -4.210927, -1.502845)
H (-0.352027, -1.137171, -3.364105)
H (1.117288, -2.024646, -5.155429)
H (2.113563, -4.278371, -4.939796)
H (1.602741, -5.665150, -2.954496)
H (0.114481, -4.801816, -1.193963)
H (-2.808567, -3.726026, 1.249516)
H (-2.003442, -4.869805, 3.271832)
H (0.413036, -4.941561, 3.795704)
H (2.032800, -3.825654, 2.277880)
H (1.223818, -2.676330, 0.248155)
C (-3.005252, 0.659371, 3.503150)
C (-3.122345, 0.562430, 2.128470)
N (-2.128031, 0.098806, 1.361608)
C (-0.974690, -0.213103, 1.967080)
C (-0.771339, -0.154447, 3.335311)
C (-1.835427, 0.267109, 4.122369)
C (0.521856, -0.630917, 3.864672)
C (1.169578, -0.302734, 4.980810)
C (0.931135, 0.809207, 5.927067)
C (1.542370, 0.789963, 7.177086)
C (1.340497, 1.872846, 8.010911)
N (0.607786, 2.925463, 7.654504)
C (0.078830, 2.854682, 6.434017)
N (0.194047, 1.858528, 5.561460)
H (-3.840673, 1.025045, 4.084750)
H (-4.029973, 0.848963, 1.614265)
H (-0.162309, -0.502071, 1.310763)
H (-1.749218, 0.277143, 5.199968)
H (0.992585, -1.389608, 3.245005)
H (2.051879, -0.889127, 5.219674)
H (2.147313, -0.054031, 7.482155)
H (1.782144, 1.912312, 9.001127)
H (-0.511240, 3.706875, 6.113795)
C (3.659730, -0.672258, 0.830517)
C (3.580302, -0.336485, -0.662289)
C (3.716162, -1.612831, -1.503632)
Sb (1.681129, 0.648607, -1.238797)
C (1.940332, 2.185320, 0.339021)
C (0.641761, 2.878028, 0.753131)
C (2.991059, 3.223392, -0.044262)
C (2.603078, 1.580762, -3.025501)
C (4.109613, 1.814202, -3.010072)
C (2.229343, 0.735158, -4.245263)
H (4.515477, -1.328930, 1.038949)
H (2.753117, -1.186118, 1.178443)
H (3.784390, 0.226280, 1.437488)
H (4.417956, 0.322422, -0.901908)
H (2.926548, -2.334777, -1.262557)
H (4.683575, -2.105048, -1.335234)
H (3.636454, -1.395363, -2.572767)
H (2.292663, 1.601395, 1.191313)
H (0.222481, 3.446219, -0.077429)
H (0.839955, 3.564910, 1.586655)
H (-0.116457, 2.166288, 1.077137)
H (2.712127, 3.720602, -0.976910)
H (3.974226, 2.765772, -0.170471)
H (3.072835, 3.989090, 0.738444)
H (2.077335, 2.532706, -3.089820)
H (4.657590, 0.867016, -3.000950)
H (4.439365, 2.408697, -2.160031)
H (4.395906, 2.349436, -3.924998)
H (2.719615, -0.241430, -4.208449)
H (2.551282, 1.236806, -5.166714)
H (1.149953, 0.587530, -4.304323)

Atoms 1-3, force components in eV/Å:
0.0 -0.6 -0.5
-0.2 0.0 0.2
0.5 0.4 -0.3

## Properties
orbital gap (spin up / spin down) = 5.54 / 6.68 eV
relative energy (zero: lowest compared OMol25 entry of this formula, charge and spin) = 0.0 kJ/mol
total charge = -1
lowest unoccupied orbital energy (spin up / spin down) = 1.35 / 1.37 eV
multiplicity = 4


What is the total charge in the second record? -1